#A
DFT (ωB97M-V/def2-TZVPD) results for an isolated molecule of C6H11NO2.

Structure (ORCA input):
```
! wB97M-V def2-TZVPD RIJCOSX def2/J DEFGRID3
* xyz 0 1
O -0.828 -0.119 -2.315
O -2.393 -1.194 -1.141
N -0.792 0.994 0.267
C -0.914 2.244 0.957
C 1.164 -1.596 -0.991
C 0.064 0.106 0.545
C 1.191 0.189 1.533
C -1.268 -0.777 -1.232
C -0.104 -1.153 -0.263
H 1.595 -0.763 -1.542
H 2.030 0.768 1.122
H 1.914 -1.968 -0.292
H -1.240 2.988 0.231
H -1.563 -0.005 -2.940
H 1.549 -0.801 1.793
H -0.491 -1.947 0.385
H -1.691 2.151 1.706
H 0.004 2.584 1.434
H 0.857 0.681 2.451
H 0.916 -2.380 -1.708
*
```

* SMILES string: C/N=C(\C)[C@H](C)C(=O)O
* HOMO-LUMO gap: 10.261 eV
* E_LUMO: 0.815 eV

#B
DFT (ωB97M-V/def2-TZVPD) results for an isolated molecule of C6H11NO2.

Structure (ORCA input):
```
! wB97M-V def2-TZVPD RIJCOSX def2/J DEFGRID3
* xyz 0 1
O -2.470 0.144 -0.238
O -1.391 0.641 -2.175
N -2.591 0.495 1.108
C -1.343 0.590 -0.984
C 0.325 1.774 0.477
C 0.693 -0.612 -0.262
C 0.249 -1.864 -0.957
C 2.073 -0.687 0.329
C -0.095 0.466 -0.140
H 0.266 2.582 -0.253
H 2.777 -0.059 -0.216
H -0.601 -1.706 -1.616
H 2.079 -0.372 1.368
H -0.303 2.065 1.319
H -2.502 1.480 1.280
H -1.997 -0.138 1.667
H 1.060 -2.243 -1.578
H -0.044 -2.630 -0.226
H 1.346 1.767 0.800
H 2.468 -1.693 0.296
*
```

* SMILES string: CC(C)=C(C)C(=O)ON
* HOMO-LUMO gap: 10.028 eV
* E_LUMO: 0.683 eV

The data favor #A; the next most stable structure lies 54.2 kcal/mol above it.

#A
DFT (ωB97M-V/def2-TZVPD) results for an isolated molecule of C6H11NO2.

Structure (ORCA input):
```
! wB97M-V def2-TZVPD RIJCOSX def2/J DEFGRID3
* xyz 0 1
O 1.379 -0.980 0.742
O -0.040 1.000 1.682
N 0.277 -0.746 -1.286
C -0.956 -1.201 2.046
C -1.438 1.068 -0.968
C -0.309 -0.092 1.267
C 1.275 -0.435 -0.398
C -0.828 -0.225 -0.464
C 2.297 0.590 -0.810
H -1.097 1.914 -0.368
H 2.287 0.801 -1.878
H -0.598 -1.157 3.074
H 3.279 0.226 -0.518
H -0.696 -2.161 1.611
H 2.095 1.518 -0.263
H -2.039 -1.076 2.032
H -1.155 1.284 -1.998
H -1.566 -1.026 -0.385
H 0.354 -0.332 -2.205
H -2.523 1.031 -0.913
*
```

* SMILES string: CC(=O)N[C@H](C)C(C)=O
* HOMO-LUMO gap: 9.638 eV
* E_LUMO: 0.835 eV

#B
DFT (ωB97M-V/def2-TZVPD) results for an isolated molecule of C6H11NO2.

Structure (ORCA input):
```
! wB97M-V def2-TZVPD RIJCOSX def2/J DEFGRID3
* xyz 0 1
O -1.441 -0.425 -2.086
O 1.200 2.272 -0.312
N -1.271 2.032 0.700
C 0.867 0.932 0.040
C 1.668 0.529 1.266
C -1.389 -0.391 0.320
C -1.126 -1.002 -1.042
C -0.450 -2.347 -1.062
C -0.685 0.923 0.422
H 0.766 2.444 -1.169
H -0.961 -3.031 -0.377
H 1.520 -0.530 1.500
H 2.737 0.704 1.109
H 1.140 0.295 -0.805
H 0.595 -2.241 -0.759
H 1.374 1.116 2.143
H -1.001 -1.049 1.106
H -0.581 2.800 0.619
H -0.494 -2.770 -2.068
H -2.469 -0.263 0.453
*
```

* SMILES string: [H]/N=C(/CC(C)=O)[C@H](C)O
* HOMO-LUMO gap: 10.596 eV
* E_LUMO: 0.680 eV

The data favor #B; the next most stable structure lies 26.5 kcal/mol above it.

#A
DFT (ωB97M-V/def2-TZVPD) results for a cluster of 2 separate species, C8H10N2O2 in total.

Structure (ORCA input):
```
! wB97M-V def2-TZVPD RIJCOSX def2/J DEFGRID3
* xyz 0 1
O 0.292 -3.225 1.182
O 0.243 -1.874 2.875
N 0.801 0.355 1.284
N -1.716 2.733 2.931
C 0.247 1.501 0.646
C -1.197 -0.356 0.507
C 0.336 -2.112 1.603
C 0.211 -0.872 0.717
C 0.665 -1.073 -0.788
C 0.141 0.201 -1.405
C -1.013 2.409 2.104
C -0.771 0.877 -0.305
H 1.730 0.236 1.599
H 0.022 -2.058 -1.079
H 0.751 1.038 -1.714
H -1.396 1.727 -0.622
H -1.558 -0.074 1.415
H -1.887 -1.163 0.007
H 0.932 2.420 0.330
H 0.617 -1.059 3.174
H -0.449 0.166 -2.237
H 1.763 -1.133 -0.932
*
```

* HOMO-LUMO gap: 10.047 eV
* E_LUMO: 0.128 eV

#B
DFT (ωB97M-V/def2-TZVPD) results for a cluster of 2 separate species, C8H10N2O2 in total.

Structure (ORCA input):
```
! wB97M-V def2-TZVPD RIJCOSX def2/J DEFGRID3
* xyz 0 1
O -1.249 -2.366 -0.141
O -1.130 0.809 1.397
N -1.611 0.191 -1.161
N -0.808 1.282 -1.082
C -0.325 1.648 -2.282
C -0.867 0.823 -3.199
C -1.695 -1.315 0.341
C -1.589 -0.114 -2.437
C 0.495 -0.977 1.517
C 1.238 -0.510 2.751
C 1.735 -0.179 1.359
C -0.780 -0.332 1.135
H 0.678 0.375 3.260
H 2.700 -0.587 0.861
H -0.762 0.918 -4.236
H 1.702 -1.128 3.504
H -2.487 -0.727 -2.807
H 1.644 0.884 1.132
H -0.577 1.670 -0.186
H -2.745 -1.001 0.384
H 0.618 -1.975 1.232
H 0.533 2.474 -2.403
*
```

* SMILES string: O=CC(=O)C1CC1.c1cn[nH]c1
* HOMO-LUMO gap: 9.328 eV
* E_LUMO: 0.209 eV

The data favor #A; the next most stable structure lies 3.0 kcal/mol above it.

#A
DFT (ωB97M-V/def2-TZVPD) results for an isolated molecule of C4H6FNO.

Structure (ORCA input):
```
! wB97M-V def2-TZVPD RIJCOSX def2/J DEFGRID3
* xyz 0 1
F 1.829 2.129 1.345
O -0.619 -0.564 -0.453
N -1.130 0.609 -0.108
C 2.087 0.047 0.268
C 1.315 0.993 0.649
C -0.069 1.237 0.397
C -1.789 -1.280 -0.755
H -1.275 -2.267 -0.987
H -0.344 2.282 0.872
H -2.470 -0.889 -1.511
H 1.750 -0.888 -0.297
H -2.373 -1.436 0.234
H 3.089 0.026 0.346
*
```

* SMILES string: C=C(F)/C=N\OC
* HOMO-LUMO gap: 9.529 eV
* E_LUMO: 0.253 eV

#B
DFT (ωB97M-V/def2-TZVPD) results for an isolated molecule of C4H6FNO.

Structure (ORCA input):
```
! wB97M-V def2-TZVPD RIJCOSX def2/J DEFGRID3
* xyz 0 1
F 0.232 -1.314 1.078
O 0.813 2.031 0.500
N -2.125 -1.248 -0.138
C -1.596 -0.174 0.280
C 0.845 0.872 0.193
C 1.732 0.094 -0.840
C -0.262 -0.033 0.960
H 1.012 -0.716 -1.283
H 2.189 0.813 -1.558
H -0.545 0.325 1.965
H -2.984 -1.070 -0.652
H -1.986 0.850 0.049
H 2.676 -0.431 -0.553
*
```

* SMILES string: [H]/N=C/[C@@H](F)C(C)=O
* HOMO-LUMO gap: 10.809 eV
* E_LUMO: 0.711 eV

#C
DFT (ωB97M-V/def2-TZVPD) results for an isolated molecule of C4H6FNO.

Structure (ORCA input):
```
! wB97M-V def2-TZVPD RIJCOSX def2/J DEFGRID3
* xyz 0 1
F -0.771 -2.335 -0.624
O 0.354 0.737 0.628
N 1.997 2.152 -0.288
C 1.451 0.994 -0.058
C -0.388 -0.330 0.344
C 0.127 -1.384 -0.359
C -1.875 -0.066 0.589
H -2.122 -0.389 1.520
H 2.138 0.090 -0.517
H 1.128 -1.692 -0.738
H -2.263 0.979 0.462
H 2.699 1.956 -0.854
H -2.474 -0.713 -0.104
*
```

* SMILES string: [H]/N=C/O/C(C)=C/F
* HOMO-LUMO gap: 9.955 eV
* E_LUMO: 0.841 eV

The data favor #B; the next most stable structure lies 30.0 kcal/mol above it.

#A
DFT (ωB97M-V/def2-TZVPD) results for an isolated molecule of C4H6FNO.

Structure (ORCA input):
```
! wB97M-V def2-TZVPD RIJCOSX def2/J DEFGRID3
* xyz 0 1
F -3.024 0.082 -0.296
O -0.655 1.740 -0.160
N 0.444 -0.041 0.643
C -1.832 -0.248 0.410
C -0.580 0.582 0.177
C 1.086 -0.653 -0.580
C 1.820 0.508 0.048
H 1.844 1.617 -0.378
H 1.222 -1.839 -0.397
H 0.391 -0.336 -1.492
H -1.535 -1.234 -0.134
H 2.673 0.161 0.608
H -1.855 -0.338 1.550
*
```

* SMILES string: O=C(CF)N1CC1
* HOMO-LUMO gap: 10.844 eV
* E_LUMO: 0.821 eV

#B
DFT (ωB97M-V/def2-TZVPD) results for an isolated molecule of C4H6FNO.

Structure (ORCA input):
```
! wB97M-V def2-TZVPD RIJCOSX def2/J DEFGRID3
* xyz 0 1
F 0.573 -0.407 1.549
O -0.415 0.655 -0.388
N 2.886 1.189 -0.351
C 0.773 -1.683 -0.500
C 0.794 -0.299 0.172
C 2.037 0.459 -0.094
C -0.995 1.545 0.552
H -1.597 0.996 1.324
H -1.762 1.901 -0.116
H 1.224 -1.617 -1.539
H -0.205 -2.253 -0.376
H 1.540 -2.226 0.103
H -0.421 2.347 0.870
*
```

* SMILES string: CO[C@](C)(F)C#N
* HOMO-LUMO gap: 11.587 eV
* E_LUMO: 0.841 eV

The data favor #B; the next most stable structure lies 29.6 kcal/mol above it.